50
Properties=species:S:1:pos:R:3 method="wB97M-V/def2-TZVPD" e_tot_ha=-1810.08785 gap_ev=10.8 smiles="CCOS(C)(=O)=O.O=C1OCCO1.O=C1OCCO1.O.O.O.O.O" charge=0 de_lowest_kcal_mol=0.0 e_lumo_ev=0.02 largest_force_ev_per_a=1.49
O 11.426 10.737 -10.089
S 12.391 11.275 -9.188
O 12.980 10.463 -8.191
O 13.598 11.868 -10.016
C 13.346 12.281 -11.383
C 14.710 12.442 -11.999
C 11.755 12.755 -8.466
H 12.769 13.207 -11.358
H 12.779 11.493 -11.876
H 15.241 13.232 -11.455
H 14.725 12.714 -13.048
H 15.265 11.526 -11.797
H 12.558 13.216 -7.904
H 10.933 12.445 -7.820
H 11.345 13.312 -9.304
O 6.499 12.835 -7.180
H 5.565 13.050 -7.071
H 6.581 12.591 -8.111
O 7.610 14.279 -9.435
H 8.280 14.963 -9.519
H 7.443 14.234 -8.487
O 5.261 12.980 -4.542
H 5.709 12.456 -3.867
H 5.962 13.173 -5.168
O 7.645 11.596 -3.639
H 8.064 11.988 -4.421
H 8.119 10.775 -3.488
O 8.994 12.827 -5.877
H 8.370 12.847 -6.609
H 9.456 13.669 -5.949
C 8.048 17.991 -4.644
C 9.543 18.247 -4.915
O 9.826 17.406 -6.026
C 8.829 16.505 -6.180
O 8.926 15.530 -6.863
O 7.768 16.827 -5.441
H 7.379 18.787 -4.956
H 7.864 17.721 -3.607
H 10.173 17.966 -4.075
H 9.720 19.277 -5.211
C 6.626 8.632 -5.271
C 6.310 9.643 -6.378
O 5.754 8.796 -7.411
C 5.561 7.545 -6.928
O 5.198 6.619 -7.561
O 5.812 7.528 -5.588
H 6.396 9.025 -4.286
H 7.697 8.406 -5.312
H 7.114 10.199 -6.853
H 5.545 10.380 -6.126

47
Properties=species:S:1:pos:R:3 method="wB97M-V/def2-TZVPD" e_tot_ha=-1761.75239 gap_ev=5.6 charge=-1 de_lowest_kcal_mol=2.1 e_lumo_ev=2.39 largest_force_ev_per_a=0.39
C -0.317 0.436 1.599
C -0.063 -0.925 0.965
O 1.291 -1.267 0.917
C 1.839 -1.920 2.102
B 0.859 -2.526 3.273
N 0.106 -3.853 2.885
H -1.389 0.590 1.720
H 0.078 1.197 0.932
H 0.180 0.518 2.560
H -0.679 -1.693 1.434
H -0.396 -0.870 -0.077
H 2.429 -2.759 1.712
H 2.562 -1.221 2.537
H 0.043 -1.688 3.681
H 1.620 -2.786 4.221
H 0.714 -4.659 2.933
H -0.281 -3.843 1.950
O 0.841 3.677 0.539
S 2.261 3.523 0.554
O 2.909 2.935 1.678
O 2.907 4.964 0.295
C 2.420 6.042 1.121
C 2.982 6.014 2.528
C 2.808 2.735 -0.916
H 1.329 6.016 1.124
H 2.736 6.941 0.594
H 2.630 5.146 3.081
H 2.671 6.915 3.059
H 4.071 5.979 2.502
H 2.329 3.207 -1.770
H 2.501 1.694 -0.822
H 3.890 2.811 -0.969
O -2.279 -2.350 -1.492
S -2.165 -2.344 -2.912
O -2.286 -1.116 -3.635
O -3.199 -3.402 -3.510
C -4.540 -3.367 -2.972
C -5.362 -2.214 -3.510
C -0.688 -3.163 -3.393
H -4.479 -3.346 -1.883
H -4.966 -4.322 -3.270
H -4.972 -1.255 -3.174
H -6.390 -2.312 -3.161
H -5.358 -2.218 -4.600
H -0.626 -4.109 -2.863
H 0.129 -2.509 -3.095
H -0.698 -3.304 -4.470

47
Properties=species:S:1:pos:R:3 method="wB97M-V/def2-TZVPD" e_tot_ha=-1386.27418 gap_ev=1.8 charge=+5 de_lowest_kcal_mol=83.2 e_lumo_ev=-20.25 largest_force_ev_per_a=5.92
Be 5.901 0.455 3.283
Be 0.818 -2.183 5.311
N -0.676 -1.689 0.167
H -1.261 -1.527 0.974
H -0.589 -0.846 -0.382
H -0.993 -2.518 -0.315
H 0.250 -1.969 0.456
N 5.795 -5.112 3.218
H 5.533 -4.640 2.364
H 6.305 -5.922 2.894
H 4.976 -5.290 3.781
H 6.525 -4.601 3.693
Cl 3.062 -2.199 1.639
O 3.711 -3.444 1.235
O 4.053 -1.195 1.996
O 2.375 -1.691 0.510
O 2.224 -2.471 2.708
C 0.087 2.929 -1.395
C -0.483 1.865 -0.516
C -1.514 2.415 0.460
C -2.845 2.748 -0.207
C -3.450 1.505 -0.823
C -2.450 0.817 -1.846
N -1.122 0.742 -1.234
O -0.248 0.042 -1.998
C -3.147 -0.571 -1.958
C -2.374 1.688 -3.122
C 0.595 1.434 0.447
H -0.501 3.833 -1.551
H 0.333 2.476 -2.356
H 1.026 3.307 -0.990
H -1.805 1.702 1.232
H -1.134 3.240 1.062
H -2.870 3.623 -0.856
H -3.589 2.932 0.568
H -4.424 1.693 -1.275
H -3.577 0.799 -0.003
H -4.199 -0.399 -2.182
H -2.738 -1.166 -2.774
H -3.036 -1.237 -1.102
H -1.707 1.377 -3.927
H -3.305 1.613 -3.684
H -1.972 2.696 -3.013
H 1.017 2.326 0.910
H 1.419 0.856 0.028
H 0.165 0.844 1.256
H -0.162 0.710 -2.681

44
Properties=species:S:1:pos:R:3 method="wB97M-V/def2-TZVPD" e_tot_ha=-2458.66059 gap_ev="6.7 / 6.7" charge=+3 de_lowest_kcal_mol=0.0 e_lumo_ev="-12.53 / -12.50" largest_force_ev_per_a=2.23
C -1.507 -0.046 -5.568
I -1.367 0.046 -3.309
H -0.521 0.035 -6.032
H -2.147 0.785 -5.871
H -1.979 -0.999 -5.822
Ce 0.447 -0.045 -0.676
P 0.149 2.808 -0.622
C -1.405 3.766 -0.503
C 1.210 3.503 0.686
H 1.402 4.578 0.602
H 1.089 4.387 -2.222
H 2.168 2.964 0.677
H 1.909 2.781 -2.267
H -1.886 3.513 0.458
H 0.745 3.293 1.659
C 0.944 3.303 -2.181
H -1.307 4.860 -0.576
H 0.321 2.956 -3.016
H -2.077 3.403 -1.298
P 0.146 -2.851 -0.200
C -1.386 -3.807 0.070
C 0.955 -3.583 -1.654
H 2.176 -2.816 1.101
H 1.423 -4.437 1.209
H 0.764 -3.046 2.122
C 1.225 -3.360 1.177
H 1.914 -3.069 -1.817
H 1.106 -4.659 -1.512
H -1.252 -4.898 0.144
H -2.073 -3.576 -0.761
H 0.329 -3.384 -2.534
H -1.868 -3.435 0.991
Cl 2.918 -0.071 -1.251
C 1.226 0.447 4.381
N -0.117 0.170 3.890
C -0.627 0.003 2.667
N -1.962 -0.283 2.680
O 0.016 0.105 1.565
H 1.964 0.560 3.592
H 1.505 -0.374 5.046
H 1.167 1.360 4.979
H -0.833 0.020 4.597
H -2.472 -0.523 1.831
H -2.431 -0.385 3.572

Question: The highest charge belongs to which entry?
Answer: C9H27Be2ClN3O5

Question: The lowest charge belongs to which entry?
Answer: C9H27BNO7S2

Please write out number 4 again, unchanged.
44
Properties=species:S:1:pos:R:3 method="wB97M-V/def2-TZVPD" e_tot_ha=-2458.66059 gap_ev="6.7 / 6.7" charge=+3 de_lowest_kcal_mol=0.0 e_lumo_ev="-12.53 / -12.50" largest_force_ev_per_a=2.23
C -1.507 -0.046 -5.568
I -1.367 0.046 -3.309
H -0.521 0.035 -6.032
H -2.147 0.785 -5.871
H -1.979 -0.999 -5.822
Ce 0.447 -0.045 -0.676
P 0.149 2.808 -0.622
C -1.405 3.766 -0.503
C 1.210 3.503 0.686
H 1.402 4.578 0.602
H 1.089 4.387 -2.222
H 2.168 2.964 0.677
H 1.909 2.781 -2.267
H -1.886 3.513 0.458
H 0.745 3.293 1.659
C 0.944 3.303 -2.181
H -1.307 4.860 -0.576
H 0.321 2.956 -3.016
H -2.077 3.403 -1.298
P 0.146 -2.851 -0.200
C -1.386 -3.807 0.070
C 0.955 -3.583 -1.654
H 2.176 -2.816 1.101
H 1.423 -4.437 1.209
H 0.764 -3.046 2.122
C 1.225 -3.360 1.177
H 1.914 -3.069 -1.817
H 1.106 -4.659 -1.512
H -1.252 -4.898 0.144
H -2.073 -3.576 -0.761
H 0.329 -3.384 -2.534
H -1.868 -3.435 0.991
Cl 2.918 -0.071 -1.251
C 1.226 0.447 4.381
N -0.117 0.170 3.890
C -0.627 0.003 2.667
N -1.962 -0.283 2.680
O 0.016 0.105 1.565
H 1.964 0.560 3.592
H 1.505 -0.374 5.046
H 1.167 1.360 4.979
H -0.833 0.020 4.597
H -2.472 -0.523 1.831
H -2.431 -0.385 3.572

Question: Among the records above, which one has the lowest charge?
Answer: C9H27BNO7S2